Computed, not measured: a molecular structure, C22H13Co2N2O6 in a non-equilibrium geometry, with ωB97M-V with the def2-TZVPD basis set.

Each line ends with the Mulliken charge.
CARTESIAN COORDINATES (ANGSTROEM)
C (0.4547, 0.0743, -2.2610)  -0.054
N (0.4725, 1.4014, -2.6231)  0.656
N (0.5134, 2.5446, -2.7736)  -0.924
C (-0.8248, -0.6033, -2.4210)  0.716
C (-0.9725, -2.0043, -2.5231)  -0.308
C (-2.2330, -2.5831, -2.3629)  -0.783
C (-3.3777, -1.7801, -2.3215)  -0.427
C (-3.2515, -0.3877, -2.4212)  -0.552
C (-1.9871, 0.1993, -2.3994)  -0.719
C (1.7431, -0.6102, -2.2075)  1.155
C (1.9250, -1.8826, -1.6301)  -0.313
C (3.0943, -2.6043, -1.8879)  -1.014
C (4.1694, -1.9875, -2.5415)  -0.383
C (4.0638, -0.6462, -2.9303)  -0.632
C (2.8735, 0.0531, -2.7367)  -0.679
H (-0.0913, -2.6136, -2.7067)  0.687
H (-2.3274, -3.6624, -2.2428)  0.377
H (-4.3659, -2.2214, -2.1878)  0.369
H (-4.1294, 0.2595, -2.4625)  0.346
H (-1.8980, 1.2894, -2.3476)  0.238
H (1.1258, -2.2875, -1.0034)  0.777
H (3.1757, -3.6501, -1.5755)  0.349
H (5.0982, -2.5328, -2.7236)  0.362
H (4.9025, -0.1199, -3.3819)  0.370
H (2.8020, 1.1045, -3.0293)  0.293
O (3.0717, 0.9036, 4.4650)  -0.380
C (1.9312, 1.0428, 4.3858)  0.371
Co (0.1785, 1.2330, 4.3176)  0.043
C (-0.3296, -0.4628, 4.1781)  0.075
O (-0.7051, -1.5551, 4.1296)  -0.374
C (0.1714, 1.6191, 6.0315)  0.261
O (0.1360, 1.8561, 7.1607)  -0.397
C (0.2978, 2.0721, 2.5219)  -0.836
C (-0.1497, 1.3622, 1.4140)  0.090
C (0.2249, 0.6732, 0.3177)  0.174
Co (-1.4921, 1.8618, 2.4610)  0.164
C (-2.3798, 0.4810, 1.8323)  0.063
O (-2.9302, -0.4180, 1.3462)  -0.398
C (-2.6247, 3.1311, 1.9190)  0.090
O (-3.3811, 3.9499, 1.6059)  -0.416
C (-1.9773, 1.8643, 4.2631)  0.242
O (-2.7713, 2.0539, 5.0994)  -0.463
H (1.0385, 2.8646, 2.4315)  0.577
H (-0.5296, 0.0440, -0.1568)  -0.009
H (1.2653, 0.6741, -0.0215)  0.216

Forces on atoms 1 to 6 (eV/Å):
C 0.233 1.774 -2.104
N 0.291 0.386 0.662
N -0.171 -3.324 0.345
C -1.069 0.303 -0.003
C -0.033 0.506 0.193
C -0.181 0.398 -0.134

Properties
Charge ... -1
Relative energy (zero: lowest compared OMol25 entry of this formula, charge and spin) ... 22.2 kJ/mol
E_tot ... -113540.5941 eV
LUMO energy ... 2.59 eV